110
Properties=species:S:1:pos:R:3:forces:R:3 method="wB97M-V/def2-TZVPD" lumo_energy_ev=0.1166 e_homo_ev=-7.219 total_charge=0 orbital_gap_ev=7.336 multiplicity=1
K -0.746 -0.312 0.758 1.6433 -0.4174 0.3293
N -2.676 -1.809 -2.640 0.4633 0.1159 -0.1589
N -3.818 -1.922 -1.835 0.1011 -0.3736 -0.0930
C -4.014 -1.218 -0.715 -0.6478 -0.0461 0.3319
N -5.073 -1.499 0.048 -0.1276 -0.0638 0.1760
N -3.187 -0.193 -0.534 0.7973 -0.8738 -2.0199
N -3.244 0.559 0.515 -1.2286 0.5835 0.3018
O -4.118 0.483 1.353 -1.1031 -0.0228 1.1879
O -2.354 1.386 0.599 0.3590 2.0126 0.1027
H -1.884 -2.138 -2.069 -0.1726 0.0389 0.1187
H -2.499 -0.819 -2.803 -0.2674 -0.2298 -0.0176
H -4.302 -2.799 -1.967 -0.0822 0.3215 0.0685
H -5.577 -2.362 -0.068 0.0649 0.0262 -0.0365
H -5.141 -0.970 0.913 0.0177 -0.1804 -0.1973
C 0.810 -4.090 0.881 0.1123 -0.0107 -0.1698
O -0.117 -3.229 1.507 -0.5205 0.6033 0.1484
C -1.248 -2.978 0.691 -0.0580 -1.3125 -0.1918
O -1.053 -2.450 -0.441 0.3089 -0.3358 -0.9774
H 0.401 -5.101 0.787 -0.0469 -0.0221 -0.0040
H 1.686 -4.117 1.522 0.0763 -0.0233 0.0176
H 1.080 -3.717 -0.109 0.0211 -0.0225 -0.0047
C 1.713 -0.806 3.503 0.0348 -0.2291 0.5575
O 1.430 -0.313 2.216 0.6085 0.1616 -0.3022
H 1.794 0.011 4.230 -0.0552 -0.0596 -0.0288
H 2.637 -1.392 3.523 -0.0209 -0.0087 -0.0587
H 0.888 -1.451 3.796 0.0023 -0.0435 -0.0045
H 2.175 0.252 1.970 -0.2094 -0.0849 -0.1359
Se -1.737 -1.185 5.050 -0.0317 0.1600 0.1243
N -1.695 -2.968 4.992 -0.0400 -0.9903 -0.1915
C -1.951 -3.353 3.769 0.2216 0.8481 0.9246
C -2.019 -4.716 3.319 -0.2341 -0.7478 -0.5301
C -2.297 -4.964 2.027 0.1004 -0.0218 0.7419
C -2.434 -3.901 1.045 0.2535 0.0198 -0.5603
N -2.414 -2.498 1.494 -0.1178 0.5342 -0.0446
C -2.177 -2.280 2.826 -0.0426 0.7041 1.2441
N -2.115 -1.070 3.309 -0.0981 -0.1132 -0.8260
H -1.867 -5.498 4.046 -0.0216 -0.1361 0.0311
H -2.411 -5.973 1.654 0.0258 -0.1096 0.1003
H -3.148 -4.073 0.244 0.0298 -0.0020 -0.0164
N -0.855 1.473 -2.176 -0.2509 -0.2487 0.0344
C -0.274 2.703 -2.413 0.1695 0.2538 -0.2069
C 0.357 3.401 -1.384 -0.0586 -0.2322 0.0513
C 1.012 4.587 -1.643 0.0166 0.0767 -0.0665
C 1.048 5.104 -2.929 0.1206 0.2041 -0.0289
C 0.418 4.422 -3.956 -0.0408 0.0213 -0.0221
C -0.239 3.234 -3.703 -0.0339 -0.0810 0.0074
H -1.511 1.184 -2.886 -0.0360 0.0233 0.1413
H -1.212 1.343 -1.241 -0.2446 0.0808 -0.1572
H 0.340 2.986 -0.386 0.0044 -0.0018 0.2024
H 1.499 5.114 -0.836 0.0518 0.0415 0.0972
H 1.559 6.034 -3.128 0.0617 0.0879 -0.0157
H 0.432 4.817 -4.963 0.0235 0.0194 -0.0336
H -0.717 2.696 -4.510 -0.0701 -0.0476 -0.0836
C 1.506 0.024 -4.739 0.0671 -0.0389 0.1336
C 2.766 0.180 -3.883 -0.0887 -0.0471 0.2925
C 3.057 1.671 -3.734 -0.0457 -0.1962 0.1133
C 3.917 -0.523 -4.598 -0.1688 0.0278 0.1374
P 2.234 -0.509 -2.179 0.8702 -0.1518 -0.3489
C 2.274 -2.296 -2.623 -0.2521 0.2467 0.1563
C 1.018 -2.841 -2.876 0.0751 0.0231 0.0888
C 0.871 -4.169 -3.231 -0.0592 -0.1437 -0.1086
C 1.986 -4.981 -3.344 -0.0674 -0.0041 -0.0074
C 3.244 -4.449 -3.108 0.1737 -0.0621 0.0145
C 3.388 -3.117 -2.758 0.0069 -0.0565 0.0498
C 3.658 -0.288 -0.919 -0.1350 -0.0178 -0.2098
C 3.356 1.059 -0.251 -0.0459 -0.1537 -0.1099
C 3.454 -1.414 0.097 -0.0479 0.0094 -0.2537
C 5.117 -0.274 -1.375 -0.2080 -0.0264 -0.0489
H 1.664 0.487 -5.711 0.0264 0.0775 -0.1677
H 0.666 0.511 -4.252 -0.2039 0.0661 0.0081
H 1.263 -1.025 -4.896 -0.0623 -0.0889 -0.0414
H 3.069 2.142 -4.718 0.0216 0.0913 -0.0892
H 4.021 1.848 -3.264 0.1170 0.0684 0.0723
H 2.279 2.143 -3.138 -0.0280 0.2315 0.0360
H 4.065 -0.040 -5.565 0.0575 0.0381 -0.1187
H 3.683 -1.571 -4.779 0.0518 -0.0149 -0.0497
H 4.852 -0.462 -4.048 0.0985 -0.0090 0.0449
H 0.153 -2.206 -2.765 -0.1068 -0.0050 0.0468
H -0.115 -4.568 -3.411 -0.1179 -0.0490 -0.0177
H 1.879 -6.022 -3.616 -0.0085 -0.0701 -0.0109
H 4.123 -5.071 -3.198 0.0411 -0.0603 -0.0202
H 4.379 -2.726 -2.593 0.0733 0.0155 0.0137
H 2.307 1.113 0.038 -0.1171 0.1252 0.0702
H 3.550 1.883 -0.932 -0.0433 0.1686 -0.0561
H 3.981 1.206 0.631 0.1305 -0.0268 0.1358
H 2.398 -1.521 0.341 -0.0520 -0.0969 0.1524
H 4.007 -1.205 1.013 0.0667 0.0791 0.1664
H 3.805 -2.366 -0.295 0.0210 -0.0835 0.0056
H 5.313 0.535 -2.076 0.0624 0.0273 -0.0373
H 5.413 -1.214 -1.834 0.0710 -0.0312 -0.0710
H 5.759 -0.126 -0.503 0.0407 0.0407 0.0536
C -1.099 2.517 5.774 0.2791 -0.2300 0.3394
N -1.728 3.202 4.685 -0.1561 -0.0177 -0.5369
C -1.343 3.113 3.387 0.0106 0.3349 -0.0821
Se 0.080 2.232 2.770 0.8686 -0.4123 -0.2535
N -2.197 3.857 2.645 0.0627 -0.1961 0.1985
C -3.148 4.419 3.458 -0.4208 0.2495 0.6619
C -4.218 5.260 3.208 0.1275 -0.1277 0.0362
C -4.967 5.674 4.298 -0.0528 0.0864 -0.0304
C -4.656 5.275 5.593 -0.0470 0.0137 0.0802
C -3.587 4.433 5.853 0.1237 -0.0693 -0.1069
C -2.839 4.007 4.769 -0.6217 0.5162 -0.2450
H -0.558 1.658 5.373 -0.0236 0.1310 0.0541
H -1.859 2.171 6.473 -0.0157 0.0388 0.0069
H -0.391 3.169 6.292 -0.0366 -0.0473 -0.0023
H -2.152 3.879 1.640 0.0278 -0.0779 0.0137
H -4.452 5.585 2.208 -0.0497 0.0309 -0.1328
H -5.806 6.334 4.142 -0.0822 0.0616 -0.0396
H -5.251 5.637 6.417 -0.0746 0.0152 0.0525
H -3.344 4.136 6.860 0.0378 -0.0488 0.1050


98
Properties=species:S:1:pos:R:3:forces:R:3 method="wB97M-V/def2-TZVPD" lumo_energy_ev=-2.9343 e_homo_ev=-8.180 total_charge=+1 orbital_gap_ev=5.246 multiplicity=1
C 0.347 2.540 1.358 -0.3887 0.5809 0.0933
C -1.294 1.237 2.445 -0.4739 -1.4566 -0.5826
C 0.060 3.629 2.177 0.8931 0.0654 -0.9119
C -1.476 2.268 3.402 0.4554 0.8842 0.3180
C -0.820 3.474 3.250 -0.6245 -0.7218 0.2400
H 0.536 4.585 1.958 0.0060 -0.2554 0.2562
H -2.181 2.091 4.209 0.0954 0.1107 -0.1263
H -0.985 4.307 3.937 -0.0339 -0.3192 -0.1747
N -0.325 1.372 1.463 0.2436 0.4181 0.0138
P 2.469 1.163 0.070 0.1445 -0.0872 0.0965
P -2.434 -1.007 1.145 1.1938 0.1140 -0.5750
C 1.442 2.686 0.272 -0.4223 0.3416 0.0075
H 0.957 2.925 -0.688 0.1349 -0.1742 0.2669
H 2.102 3.538 0.507 -0.4364 -0.2551 -0.0465
C -2.126 0.068 2.489 0.5472 0.2720 0.9678
H -2.541 -0.178 3.479 -0.1955 0.4456 -0.5368
C -3.913 -0.342 0.131 0.0067 -0.8289 0.4343
C -2.637 -2.779 1.841 -0.4197 0.7494 -0.3435
C 3.362 1.290 -1.627 0.0802 0.2639 0.7421
C 3.626 1.347 1.584 0.0847 -0.1314 -0.5391
C -3.789 -0.922 -1.293 -0.2197 0.2099 0.0975
H -3.897 -2.015 -1.308 0.0235 0.2869 -0.0202
H -4.584 -0.486 -1.913 0.0565 -0.1784 -0.0027
H -2.830 -0.656 -1.758 -0.2072 -0.1034 0.1800
C -5.240 -0.748 0.778 -0.4360 0.2548 -0.3791
H -5.429 -1.829 0.752 0.1389 0.2401 0.0106
H -5.316 -0.392 1.814 0.0988 -0.0954 -0.2073
H -6.051 -0.272 0.208 -0.0088 -0.1054 0.1657
C -3.853 1.196 0.073 0.0624 -0.1807 0.0631
H -4.622 1.546 -0.635 0.0963 -0.1045 0.1755
H -4.052 1.644 1.056 0.1573 -0.1363 -0.2778
H -2.885 1.556 -0.295 -0.0873 -0.0702 0.2207
C -3.069 -3.719 0.701 0.0012 -0.1372 0.1430
H -2.370 -3.689 -0.148 -0.1337 0.0755 0.2124
H -3.069 -4.748 1.092 -0.0759 0.1704 -0.1548
H -4.079 -3.498 0.326 0.3095 -0.0697 0.1568
C -1.282 -3.261 2.396 -0.1347 0.1267 -0.0447
H -0.520 -3.361 1.610 -0.1051 0.0443 -0.0018
H -0.893 -2.605 3.186 -0.1569 -0.0653 -0.1822
H -1.423 -4.264 2.828 0.0530 0.2400 -0.0945
C -3.669 -2.816 2.969 -0.0988 -0.3883 0.1136
H -4.665 -2.494 2.647 0.2738 -0.0857 0.0781
H -3.747 -3.861 3.306 -0.0918 0.2295 0.1008
H -3.365 -2.205 3.826 -0.0251 -0.1028 -0.1641
C 4.658 0.204 1.559 0.0684 0.1822 0.1114
H 5.269 0.288 2.473 -0.1165 -0.1372 -0.3017
H 4.172 -0.783 1.567 0.2009 0.2372 -0.0937
H 5.336 0.271 0.693 -0.2156 -0.0484 0.3146
C 2.774 1.225 2.866 -0.0178 -0.0564 -0.0802
H 2.121 2.098 3.001 0.1184 -0.3554 -0.0213
H 2.168 0.305 2.870 0.1551 0.5294 0.0925
H 3.459 1.191 3.727 -0.1424 -0.0304 -0.2162
C 4.364 2.689 1.640 0.2882 0.0344 0.0908
H 5.031 2.653 2.516 -0.1976 0.1545 -0.1799
H 4.992 2.876 0.763 -0.1694 -0.0509 0.3363
H 3.686 3.541 1.767 0.1384 -0.1998 0.0534
C 2.351 1.664 -2.727 0.0366 -0.0924 0.0246
H 1.916 2.662 -2.581 0.1532 -0.2541 -0.0481
H 2.874 1.659 -3.696 -0.0896 0.0506 0.2673
H 1.532 0.938 -2.805 0.1555 0.1146 0.0828
C 3.963 -0.092 -1.954 -0.0651 0.0476 -0.0983
H 3.189 -0.870 -2.060 0.1678 0.2812 0.0572
H 4.484 -0.024 -2.922 -0.0660 -0.0621 0.2751
H 4.681 -0.435 -1.197 -0.1907 0.1152 -0.2407
C 4.477 2.337 -1.611 0.2803 0.0593 -0.5255
H 4.111 3.333 -1.328 0.0869 -0.2506 0.0096
H 5.318 2.056 -0.964 -0.3015 0.0519 -0.1804
H 4.878 2.417 -2.634 -0.0242 0.0537 0.2324
Ca 0.145 -0.505 0.026 0.0372 -0.9515 1.2910
C 1.984 -1.875 2.121 0.7031 -3.5561 1.6251
O 2.338 -2.824 2.673 -1.0259 3.2644 -1.5874
N -0.688 0.767 -1.639 -1.6042 3.2315 -2.8935
C -1.154 1.611 -2.319 1.4702 -3.1809 2.2651
C -1.760 2.537 -3.183 -0.7751 1.2061 -0.9767
C -1.547 2.437 -4.573 0.0302 0.0782 0.0590
C -2.593 3.554 -2.672 0.0818 0.0160 0.0044
C -2.152 3.350 -5.434 0.0046 -0.0153 0.1842
H -0.902 1.650 -4.962 -0.1531 0.2058 0.0739
C -3.207 4.452 -3.544 0.1227 -0.1375 -0.0079
H -2.746 3.640 -1.596 0.0328 -0.0554 -0.2884
C -2.991 4.345 -4.921 0.1883 -0.1405 0.1285
H -1.963 3.304 -6.509 -0.0956 -0.0825 0.4059
H -3.844 5.248 -3.146 0.2333 -0.3539 -0.1409
H -3.463 5.046 -5.607 0.0846 -0.1275 0.1955
N 0.646 -2.508 -1.603 -0.3161 0.5189 -0.3506
C 1.261 -3.659 -1.015 -0.1458 0.0619 0.1469
C 0.537 -4.850 -0.896 0.4796 -0.0437 0.1336
C 1.169 -5.947 -0.302 0.1185 0.2092 0.0384
C 2.486 -5.838 0.164 -0.0184 0.0812 0.1176
C 3.162 -4.615 0.103 -0.1125 -0.0646 -0.2003
C 2.547 -3.511 -0.491 -0.0124 -0.3635 0.0724
H -0.173 -2.753 -2.163 0.2435 0.0322 0.2407
H 1.290 -2.015 -2.222 -0.0614 -0.2665 0.0274
H -0.495 -4.915 -1.263 0.4914 0.0022 0.1290
H 0.632 -6.891 -0.190 0.1784 0.2860 -0.1014
H 2.982 -6.709 0.601 -0.2214 0.3365 -0.1218
H 4.172 -4.514 0.515 -0.3955 -0.1078 -0.1684
H 3.049 -2.531 -0.533 -0.1969 -0.5277 -0.0517